The following is a DFT calculation (wB97M-V/def2-TZVPD) of an isolated molecule of C6H10.

Structure (XYZ):
```
16
Properties=species:S:1:pos:R:3:forces:R:3
C 2.628 0.221 0.386 0.091 0.026 0.057
C 1.714 -0.613 -0.527 0.016 -0.034 -0.091
C 0.433 -0.894 0.118 -0.541 0.183 0.150
C -0.691 -0.783 0.539 0.470 0.054 -0.292
C -2.047 -0.248 0.683 -0.094 -0.005 0.054
C -2.295 0.646 -0.544 -0.083 0.081 -0.056
H 2.327 1.274 0.376 0.043 -0.198 0.008
H 2.553 -0.127 1.421 0.053 -0.006 -0.178
H 3.678 0.155 0.085 -0.171 0.053 -0.052
H 1.414 -0.041 -1.415 0.391 0.000 0.010
H 2.214 -1.508 -0.908 -0.047 -0.009 0.253
H -2.105 0.345 1.604 -0.069 -0.110 -0.114
H -2.805 -1.034 0.754 0.118 0.068 0.000
H -2.230 0.054 -1.463 -0.077 0.084 0.183
H -3.271 1.138 -0.506 0.078 -0.086 0.020
H -1.518 1.416 -0.603 -0.175 -0.101 0.048
```
Positions in Å, forces in eV/Å.

The total energy comes out at -6382.250 eV. Its total charge is 0. The value obtained for the frontier orbital gap is 10.32 eV. As for the energy relative to the best compared isomer or geometry (same formula, charge and spin): 37.1 kcal/mol. The LUMO energy comes out at 1.06 eV.

The following is a DFT calculation (wB97M-V/def2-TZVPD) of an isolated molecule of C6H10 in a non-equilibrium geometry.

Structure (XYZ):
```
16
Properties=species:S:1:pos:R:3:forces:R:3
C 2.963 0.047 0.596 -0.638 -0.683 0.351
C 1.883 -0.942 -0.242 0.717 1.264 2.098
C 0.428 -0.675 -0.016 -0.071 0.701 0.424
C -0.721 -0.419 0.307 1.345 -0.184 -0.393
C -2.094 -0.018 0.687 0.157 -0.028 -0.170
C -2.809 0.790 -0.410 -0.039 -0.040 0.086
H 2.744 1.128 0.451 -0.378 -0.855 0.070
H 2.879 -0.224 1.626 0.262 0.275 0.875
H 4.033 -0.056 0.265 -1.163 -0.488 0.078
H 2.401 -0.435 -1.004 -0.947 -0.703 -3.095
H 2.072 -2.028 -0.124 0.379 0.914 -0.210
H -2.044 0.583 1.604 0.056 -0.111 -0.129
H -2.686 -0.906 0.936 0.123 0.063 -0.055
H -2.906 0.201 -1.326 0.032 0.069 0.103
H -3.813 1.079 -0.077 0.208 -0.070 -0.058
H -2.252 1.701 -0.647 -0.045 -0.124 0.024
```
Positions in Å, forces in eV/Å.

The total energy comes out at -6381.327 eV. Its total charge is 0. The value obtained for the frontier orbital gap is 10.07 eV. As for the energy relative to the best compared isomer or geometry (same formula, charge and spin): 58.4 kcal/mol. The LUMO energy comes out at 1.04 eV.

The following is a DFT calculation (wB97M-V/def2-TZVPD) of an isolated molecule of C6H10.

Structure (XYZ):
```
16
Properties=species:S:1:pos:R:3:forces:R:3
C -1.043 -0.712 1.456 0.006 -0.055 -0.014
C -0.565 0.389 0.522 -0.090 0.019 0.097
C 0.946 0.764 0.478 0.110 0.037 0.104
C 0.898 0.681 -1.049 0.211 0.160 -0.106
C 0.579 -0.723 -1.447 0.045 -0.160 -0.030
C -0.535 0.177 -0.995 -0.285 0.033 -0.080
H -0.811 -0.458 2.498 -0.034 -0.041 -0.156
H -2.129 -0.847 1.383 0.160 -0.003 -0.018
H -0.567 -1.673 1.231 -0.031 0.139 0.004
H -1.137 1.303 0.721 0.085 -0.120 -0.004
H 1.162 1.754 0.886 -0.052 -0.129 -0.080
H 1.624 0.037 0.943 -0.096 0.112 -0.061
H 1.333 1.402 -1.735 -0.056 -0.163 0.097
H 0.930 -1.555 -0.837 -0.094 0.158 -0.038
H 0.589 -0.921 -2.516 -0.026 0.024 0.185
H -1.358 0.409 -1.665 0.146 -0.012 0.099
```
Positions in Å, forces in eV/Å.

The total energy comes out at -6382.564 eV. Its total charge is 0. The value obtained for the frontier orbital gap is 10.80 eV. As for the energy relative to the best compared isomer or geometry (same formula, charge and spin): 29.9 kcal/mol. The LUMO energy comes out at 1.24 eV.

The following is a DFT calculation (wB97M-V/def2-TZVPD) of an isolated molecule of C6H10 in a non-equilibrium geometry.

Structure (XYZ):
```
16
Properties=species:S:1:pos:R:3:forces:R:3
C 2.401 0.733 0.154 -0.130 -0.120 -0.509
C 1.293 0.359 -0.141 -0.007 0.064 0.417
C -0.146 -0.056 -0.078 0.693 0.115 -0.553
C -0.970 0.884 -1.010 -0.059 0.033 0.393
C -0.348 0.141 1.509 0.497 0.194 0.307
C -0.264 -1.512 -0.624 -0.076 0.067 0.405
H 3.399 1.058 0.353 -0.188 -0.070 -0.094
H -0.811 1.930 -0.735 -0.140 -0.113 0.093
H -2.026 0.634 -0.901 -0.084 0.126 0.021
H -0.733 0.814 -2.091 0.206 -0.328 0.720
H 0.427 -0.495 1.979 -0.213 0.429 -0.255
H -0.076 1.195 1.706 0.074 -0.524 -0.100
H -1.221 -0.010 2.184 -0.330 -0.346 -1.539
H -1.295 -1.841 -0.494 -0.005 -0.146 0.057
H -0.016 -1.643 -1.697 -0.054 0.578 0.572
H 0.406 -2.180 -0.075 -0.185 0.041 0.064
```
Positions in Å, forces in eV/Å.

The total energy comes out at -6381.753 eV. Its total charge is 0. The value obtained for the frontier orbital gap is 10.85 eV. As for the energy relative to the best compared isomer or geometry (same formula, charge and spin): 48.6 kcal/mol. The LUMO energy comes out at 0.94 eV.

The following is a DFT calculation (wB97M-V/def2-TZVPD) of an isolated molecule of C6H10.

Structure (XYZ):
```
16
Properties=species:S:1:pos:R:3:forces:R:3
C -1.443 1.324 0.262 -0.023 -0.014 0.053
C -0.136 1.415 -0.534 -0.041 0.095 -0.033
C 0.332 -0.421 -2.119 0.087 0.284 0.688
C 0.462 0.070 -0.917 -0.020 -0.229 -0.509
C 1.341 -0.742 0.035 0.100 -0.106 0.016
C 0.592 -1.492 1.140 -0.043 0.002 0.047
H -2.238 0.861 -0.331 0.184 0.056 0.070
H -1.318 0.732 1.175 -0.040 0.125 -0.152
H -1.775 2.326 0.554 0.049 -0.151 -0.049
H -0.301 2.006 -1.444 -0.004 -0.126 0.165
H 0.625 1.955 0.046 -0.110 -0.107 -0.082
H 2.070 -0.046 0.472 -0.129 -0.071 -0.094
H 1.925 -1.465 -0.547 -0.104 0.117 0.068
H -0.100 -2.226 0.715 0.090 0.151 0.047
H 1.310 -2.029 1.771 -0.108 0.074 -0.103
H 0.022 -0.821 1.791 0.113 -0.099 -0.132
```
Positions in Å, forces in eV/Å.

The total energy comes out at -6380.491 eV. Its total charge is 0. The value obtained for the frontier orbital gap is 9.72 eV. As for the energy relative to the best compared isomer or geometry (same formula, charge and spin): 77.7 kcal/mol. The LUMO energy comes out at 0.04 eV.

The following is a DFT calculation (wB97M-V/def2-TZVPD) of an isolated molecule of C6H10.

Structure (XYZ):
```
16
Properties=species:S:1:pos:R:3:forces:R:3
C 1.806 -0.430 0.421 0.079 -0.007 0.053
C 0.703 0.053 -0.527 -0.007 -0.003 0.040
C 0.080 1.335 -0.041 -0.122 0.060 0.035
C -1.197 1.207 0.298 0.159 0.040 -0.056
C -1.730 -0.185 0.061 0.169 -0.131 0.007
C -0.491 -0.945 -0.562 -0.114 0.021 0.190
H 1.360 -0.694 1.387 0.125 0.069 -0.102
H 2.561 0.345 0.595 -0.083 -0.110 -0.052
H 2.311 -1.318 0.025 -0.084 0.125 0.055
H 1.144 0.211 -1.523 -0.148 -0.117 0.148
H 0.652 2.256 0.031 -0.059 -0.078 0.025
H -1.809 2.025 0.672 0.046 -0.194 0.002
H -1.974 -0.695 1.001 -0.028 0.255 0.044
H -2.701 -0.123 -0.457 0.550 -0.337 -0.421
H -0.567 -1.407 -1.554 -0.552 0.391 0.135
H -0.271 -1.778 0.111 0.068 0.017 -0.104
```
Positions in Å, forces in eV/Å.

The total energy comes out at -6383.549 eV. Its total charge is 0. The value obtained for the frontier orbital gap is 10.25 eV. As for the energy relative to the best compared isomer or geometry (same formula, charge and spin): 7.2 kcal/mol. The LUMO energy comes out at 1.20 eV.

The following is a DFT calculation (wB97M-V/def2-TZVPD) of an isolated molecule of C6H10 in a non-equilibrium geometry.

Structure (XYZ):
```
16
Properties=species:S:1:pos:R:3:forces:R:3
C -1.521 0.101 -0.034 -2.476 1.603 -0.242
C -0.723 -1.209 -0.118 -1.871 -0.094 -0.802
C 0.614 -0.749 0.494 -0.130 -0.857 -1.558
C 1.833 -0.133 -0.117 3.419 0.839 3.177
C 0.674 0.633 -0.368 -0.777 -1.359 -1.431
C -0.496 1.233 0.206 -1.111 2.619 -2.762
H -2.275 0.307 -0.881 1.444 -0.407 0.743
H -2.189 0.001 0.787 -0.618 0.411 1.154
H -0.956 -1.367 -1.181 2.091 -0.724 -0.164
H -1.417 -1.992 0.283 1.359 0.248 0.658
H 0.582 -0.460 1.562 -0.494 -0.413 -0.764
H 2.329 -0.508 -1.027 0.097 0.215 0.877
H 2.451 0.377 0.831 -0.748 -1.904 -2.847
H 0.254 0.508 -1.414 1.223 -0.596 0.821
H -0.601 1.735 1.079 0.457 0.477 3.637
H -0.458 2.147 -0.415 -1.865 -0.057 -0.497
```
Positions in Å, forces in eV/Å.

The total energy comes out at -6378.602 eV. Its total charge is 0. The value obtained for the frontier orbital gap is 9.01 eV. As for the energy relative to the best compared isomer or geometry (same formula, charge and spin): 121.2 kcal/mol. The LUMO energy comes out at 1.20 eV.

The following is a DFT calculation (wB97M-V/def2-TZVPD) of a cluster of 2 separate species, C6H10 in total in a non-equilibrium geometry.

Structure (XYZ):
```
16
Properties=species:S:1:pos:R:3:forces:R:3
C -1.013 -1.215 -0.374 0.009 0.287 0.444
C 0.180 -0.595 0.373 -0.035 0.234 0.970
C 1.412 -0.595 -0.556 -0.124 0.287 0.463
C -0.197 1.100 1.513 0.278 -1.204 -0.941
C -0.414 1.674 0.246 -0.141 0.480 -0.682
C -0.534 1.804 -0.954 -0.188 1.155 0.283
H -0.834 -2.304 -0.442 0.055 0.376 0.130
H -1.146 -0.863 -1.410 0.256 0.206 0.538
H -1.953 -1.074 0.158 -0.034 -0.014 0.017
H 0.378 -1.075 1.303 0.258 -1.011 0.275
H 2.243 -0.013 -0.158 -0.003 0.024 0.034
H 1.763 -1.641 -0.639 -0.242 0.329 0.178
H 1.219 -0.260 -1.589 -0.264 0.094 0.591
H -1.072 1.125 2.206 0.467 -0.741 -0.809
H 0.670 1.485 2.092 -0.164 -0.661 -0.742
H -0.705 2.445 -1.768 -0.128 0.160 -0.749
```
Positions in Å, forces in eV/Å.

The total energy comes out at -6379.577 eV. Its total charge is 0. The value obtained for the frontier orbital gap is 9.21 eV. As for the energy relative to the best compared isomer or geometry (same formula, charge and spin): 98.8 kcal/mol. The LUMO energy comes out at 1.00 eV.

The following is a DFT calculation (wB97M-V/def2-TZVPD) of an isolated molecule of C6H10 in a non-equilibrium geometry.

Structure (XYZ):
```
16
Properties=species:S:1:pos:R:3:forces:R:3
C -0.162 -2.493 -0.675 -1.791 -0.260 -1.981
C -1.253 -1.643 -0.876 2.445 -0.807 1.456
C -1.330 -0.132 -0.508 1.966 0.554 -3.738
C 0.008 0.671 -0.424 -0.444 2.156 5.446
C 0.289 1.533 0.690 -0.591 -3.380 -1.831
C 1.658 1.690 1.308 1.101 0.954 -3.395
H -0.361 -3.703 -0.626 0.768 3.352 -0.569
H 0.863 -2.066 -0.972 -1.351 -0.876 1.600
H -2.228 -2.035 -1.151 -0.070 -0.268 0.619
H -2.097 -0.084 0.253 0.342 0.669 0.456
H -1.633 0.402 -1.426 -1.384 -0.525 0.122
H 0.734 0.754 -1.215 0.276 -1.154 -0.243
H -0.507 1.887 1.333 -0.445 -0.522 0.137
H 1.767 1.337 2.312 -0.368 -0.769 0.462
H 1.876 2.781 1.401 0.456 -0.653 -0.316
H 2.378 1.101 0.576 -0.911 1.528 1.774
```
Positions in Å, forces in eV/Å.

The total energy comes out at -6380.186 eV. Its total charge is 0. The value obtained for the frontier orbital gap is 9.36 eV. As for the energy relative to the best compared isomer or geometry (same formula, charge and spin): 84.7 kcal/mol. The LUMO energy comes out at 1.08 eV.

The following is a DFT calculation (wB97M-V/def2-TZVPD) of a cluster of 2 separate species, C6H10 in total.

Structure (XYZ):
```
16
Properties=species:S:1:pos:R:3:forces:R:3
C -1.806 0.927 -0.829 -0.014 0.032 -0.041
C -0.904 -0.060 -0.106 -0.149 -0.114 -0.061
C 0.643 0.146 -0.274 0.163 0.169 -0.013
C 2.574 -1.309 -0.041 -0.269 -0.119 -0.136
C 0.671 0.387 1.210 -0.064 0.005 0.087
C -0.643 0.213 1.363 0.071 0.049 0.097
H -1.497 1.957 -0.616 -0.035 -0.147 -0.045
H -2.844 0.811 -0.495 0.137 0.030 -0.050
H -1.785 0.776 -1.914 0.013 0.006 0.146
H -1.209 -1.093 -0.320 0.035 0.157 0.039
H 1.112 -0.789 -0.688 0.124 -0.078 0.052
H 0.959 0.971 -0.920 -0.044 -0.151 0.089
H 2.590 -1.822 -1.030 -0.020 0.087 0.096
H 1.950 -1.997 0.575 0.115 0.131 -0.085
H 1.504 0.611 1.869 -0.167 -0.038 -0.084
H -1.315 0.270 2.215 0.104 -0.017 -0.092
```
Positions in Å, forces in eV/Å.

The total energy comes out at -6377.992 eV. Its total charge is 0. The value obtained for the frontier orbital gap is 9.08 eV. As for the energy relative to the best compared isomer or geometry (same formula, charge and spin): 135.3 kcal/mol. The LUMO energy comes out at 0.06 eV.

The following is a DFT calculation (wB97M-V/def2-TZVPD) of a structure of composition C6H10.

Structure (XYZ):
```
16
Properties=species:S:1:pos:R:3:forces:R:3
C 0.671 1.699 0.134 -0.002 0.003 -0.036
C 0.368 0.349 0.765 0.054 0.043 0.034
C -1.091 -0.157 0.901 -0.172 0.043 0.041
C -0.671 -1.587 0.435 0.074 0.139 0.043
C -0.126 -1.042 -1.312 0.074 0.079 -0.176
C 0.638 -0.955 0.005 0.201 -0.107 0.042
H 0.317 2.514 0.776 0.049 -0.116 -0.092
H 1.750 1.830 -0.012 -0.151 -0.013 0.024
H 0.185 1.815 -0.842 0.064 -0.023 0.155
H 0.861 0.291 1.743 -0.075 0.003 -0.140
H -1.490 -0.191 1.921 0.062 -0.015 -0.158
H -1.830 0.355 0.275 0.110 -0.088 0.075
H -1.096 -1.633 -1.040 -0.056 0.027 -0.045
H -0.439 -0.093 -1.746 0.037 -0.143 0.110
H 0.355 -1.721 -2.014 -0.099 0.077 0.131
H 1.599 -1.473 0.010 -0.170 0.094 -0.007
```
Positions in Å, forces in eV/Å.

The total energy comes out at -6379.665 eV. Its total charge is 0. The value obtained for the frontier orbital gap is 9.19 eV. As for the energy relative to the best compared isomer or geometry (same formula, charge and spin): 96.7 kcal/mol. The LUMO energy comes out at 1.03 eV.

The following is a DFT calculation (wB97M-V/def2-TZVPD) of a structure of composition C6H10BF2O7S2.

Structure (XYZ):
```
28
Properties=species:S:1:pos:R:3:forces:R:3
C -4.809 -0.110 0.013 0.224 0.256 -0.522
C -3.340 0.258 -0.241 -0.611 -0.281 0.152
C -2.413 -0.485 0.704 0.210 0.079 0.449
C -2.370 0.126 2.095 0.454 -0.059 -0.240
O -1.044 -0.604 0.233 -0.077 0.200 -0.136
S -0.458 0.684 -0.566 0.102 -0.274 0.179
O -0.062 0.168 -1.841 0.087 0.024 -0.465
O 0.897 0.831 0.361 -0.598 0.212 0.106
S 1.363 2.452 0.492 0.383 -0.062 -0.140
H -5.386 0.237 -0.844 -0.191 0.091 0.063
H -5.197 0.388 0.897 -0.094 -0.190 0.186
H -4.955 -1.187 0.057 0.003 -0.085 0.242
H -3.116 0.008 -1.277 0.247 0.043 -0.053
H -3.252 1.334 -0.096 0.240 0.106 -0.199
H -2.741 -1.520 0.780 0.023 -0.115 -0.124
H -3.342 0.142 2.580 -0.099 0.046 0.020
H -1.658 -0.438 2.693 -0.094 -0.099 0.175
H -1.958 1.133 2.013 -0.190 0.180 0.092
H 0.128 2.993 0.484 -0.091 -0.069 0.173
B 4.139 -0.267 -0.090 -0.246 0.095 0.314
O 3.741 -0.771 -1.437 0.288 -0.003 0.012
C 4.811 -1.179 -2.087 -0.375 -0.021 -0.185
O 4.835 -1.642 -3.196 0.089 -0.028 -0.032
C 6.039 -0.961 -1.180 0.275 0.091 0.297
O 7.178 -1.224 -1.463 0.017 -0.039 -0.088
O 5.625 -0.437 -0.045 -0.050 -0.066 -0.236
F 3.537 -1.011 0.912 0.013 -0.047 0.011
F 3.810 1.083 0.047 0.061 0.017 -0.053
```
Positions in Å, forces in eV/Å.

The total energy comes out at -48505.320 eV. Its total charge is -1. The value obtained for the frontier orbital gap is 8.39 eV. The LUMO energy comes out at 2.29 eV.